<i>
# C5H14N2

The ion C5H14N2 with charge -1 (ωB97M-V/def2-TZVPD, the Open Molecules 2025 dataset).

XYZ file:
```
21
Properties=species:S:1:pos:R:3:mulliken_spin:R:1
C -2.160 0.509 1.497 0.21
C -1.126 1.306 0.691 0.92
N -0.582 0.508 -0.393 -0.23
C -0.200 -1.991 -0.015 0.75
C 0.308 -0.556 -0.024 -0.20
C 1.708 -0.524 -0.726 1.71
N 2.104 0.787 -1.201 -0.27
H -1.717 -0.325 2.049 0.12
H -2.866 0.063 0.796 -0.11
H -2.678 1.104 2.261 -0.20
H -1.601 2.192 0.276 -0.09
H -0.277 1.556 1.330 -0.22
H -1.146 0.407 -1.218 -0.01
H -1.207 -2.110 -0.448 -0.04
H 0.496 -2.708 -0.431 -0.43
H -0.518 -2.320 0.991 -0.30
H 0.536 -0.388 1.030 -0.34
H 2.429 -0.929 -0.006 0.21
H 1.570 -1.161 -1.602 0.06
H 2.165 1.492 -0.479 -0.05
H 3.027 0.715 -1.616 -0.49
```

Summary:
Total charge: -1
Multiplicity: 2
HOMO-LUMO gap (alpha / beta) (eV): 2.5 / 8.7
LUMO (alpha / beta) (eV): 4.02 / 4.02
HOMO (alpha / beta) (eV): 1.51 / -4.67
<S²>: 0.750

<ii>
# C5H14N2

The ion C5H14N2 with charge -1 (ωB97M-V/def2-TZVPD, the Open Molecules 2025 dataset).

XYZ file:
```
21
Properties=species:S:1:pos:R:3:mulliken_spin:R:1
N -1.384 -1.545 0.437 0.11
C -1.743 1.051 -1.488 0.63
C -0.556 0.077 -1.326 0.37
C -0.457 -0.444 0.107 -0.76
C 0.883 -0.963 0.688 1.34
N 1.856 0.190 0.498 -1.03
C 1.556 1.413 1.159 2.29
H -1.066 -2.353 0.039 -0.30
H -2.330 -1.244 -0.052 -0.06
H -1.862 1.900 -0.826 -0.28
H -1.554 1.497 -2.514 -0.03
H -2.729 0.511 -1.620 -0.11
H -0.753 -0.693 -2.053 0.20
H 0.377 0.512 -1.656 -0.27
H -0.629 0.432 0.711 0.25
H 0.824 -1.207 1.737 0.18
H 1.185 -1.829 0.092 -0.37
H 2.757 -0.183 0.735 -0.03
H 0.829 2.008 0.481 0.09
H 1.018 1.368 2.109 0.01
H 2.523 1.965 1.432 -1.22
```

Summary:
Total charge: -1
Multiplicity: 2
HOMO-LUMO gap (alpha / beta) (eV): 2.5 / 8.9
LUMO (alpha / beta) (eV): 3.95 / 3.92
HOMO (alpha / beta) (eV): 1.49 / -4.96
<S²>: 0.750

<iii>
# C5H14N2

The ion C5H14N2 with charge -1 (ωB97M-V/def2-TZVPD, the Open Molecules 2025 dataset).

XYZ file:
```
21
Properties=species:S:1:pos:R:3:mulliken_spin:R:1
N -2.984 -0.439 0.501 0.67
C -2.321 -0.286 -0.808 0.01
C -0.985 0.440 -0.826 0.65
N 0.125 -0.450 -0.537 0.20
C 1.337 1.081 1.053 2.32
C 1.415 0.138 -0.152 -1.17
C 2.447 -0.963 0.051 1.44
H -3.402 0.405 0.868 -0.35
H -2.296 -0.787 1.145 -0.26
H -3.019 0.058 -1.522 -0.23
H -2.093 -1.318 -1.087 0.02
H -0.841 0.852 -1.841 0.05
H -1.047 1.370 -0.241 -0.08
H -0.209 -1.029 0.231 -0.12
H 2.367 1.385 1.267 -0.59
H 0.841 0.633 1.912 -0.45
H 0.790 1.971 0.731 -0.17
H 1.717 0.636 -1.083 -0.30
H 2.456 -1.707 -0.749 0.14
H 2.273 -1.494 0.990 -0.42
H 3.430 -0.497 0.097 -0.35
```

Summary:
Total charge: -1
Multiplicity: 2
HOMO-LUMO gap (alpha / beta) (eV): 2.7 / 9.4
LUMO (alpha / beta) (eV): 4.17 / 4.13
HOMO (alpha / beta) (eV): 1.43 / -5.27
<S²>: 0.750

<iv>
# C5H14N2

A cluster of 2 separate species, C5H14N2 in total (ωB97M-V/def2-TZVPD, the Open Molecules 2025 dataset).

XYZ file:
```
21
Properties=species:S:1:pos:R:3:mulliken_spin:R:1
N -2.911 0.330 1.268 0.11
C -1.897 1.078 0.524 -0.02
C -1.941 0.675 -0.949 0.06
C -0.485 0.836 1.135 0.71
N 0.246 -0.311 0.837 0.22
C 2.965 -1.706 -0.295 -0.02
C 2.679 -0.494 -1.190 0.01
H -3.857 0.372 0.897 -0.02
H -2.915 0.652 2.226 -0.11
H -1.979 2.167 0.577 0.04
H -1.354 1.372 -1.536 -0.01
H -1.573 -0.340 -1.020 -0.01
H -2.976 0.695 -1.314 0.00
H -0.554 -0.626 1.462 0.03
H -0.225 1.737 1.712 -0.01
H 4.013 -1.734 -0.001 0.00
H 2.681 -2.605 -0.861 0.00
H 2.303 -1.632 0.553 0.02
H 3.164 -0.578 -2.150 0.00
H 3.003 0.393 -0.633 0.01
H 1.612 -0.280 -1.240 -0.01
```

Summary:
Total charge: -1
Multiplicity: 2
HOMO-LUMO gap (alpha / beta) (eV): 4.8 / 6.3
LUMO (alpha / beta) (eV): 4.29 / 4.26
HOMO (alpha / beta) (eV): -0.46 / -1.99
<S²>: 0.754

Least stable structure: <iv>

<i>
# C5H14N2

A cluster of 2 separate species, C5H14N2 in total (ωB97M-V/def2-TZVPD, the Open Molecules 2025 dataset).

XYZ file:
```
21
Properties=species:S:1:pos:R:3:mulliken_spin:R:1
C -3.320 0.555 0.458 0.08
C -1.874 0.142 0.153 -0.06
C 1.570 0.031 -1.435 0.00
C 1.923 -0.812 -0.299 -0.01
C 1.905 -0.072 1.072 0.00
N 2.452 1.322 0.959 0.01
N -1.694 -0.755 -0.929 0.96
H -3.412 1.241 1.302 0.00
H -3.760 0.975 -0.445 -0.01
H -3.892 -0.399 0.692 0.00
H -1.444 1.097 -0.207 0.00
H 0.523 -0.172 -1.793 0.00
H 2.232 0.007 -2.339 0.00
H 2.937 -1.187 -0.470 0.00
H 1.229 -1.686 -0.135 0.00
H 0.840 0.046 1.337 0.00
H 2.454 -0.786 1.765 0.00
H 1.451 1.004 -0.978 0.00
H 3.449 1.325 0.843 0.00
H -1.365 -0.233 1.077 0.05
H -2.204 -1.642 -0.628 -0.02
```

Summary:
Total charge: -1
Multiplicity: 2
HOMO-LUMO gap (alpha / beta) (eV): 4.5 / 3.4
LUMO (alpha / beta) (eV): 3.48 / 2.41
HOMO (alpha / beta) (eV): -1.07 / -1.01
<S²>: 0.754

<ii>
# C5H14N2

The ion C5H14N2 with charge -1 (ωB97M-V/def2-TZVPD, the Open Molecules 2025 dataset).

XYZ file:
```
21
Properties=species:S:1:pos:R:3:mulliken_spin:R:1
N -1.094 -2.459 0.028 -0.10
C -1.015 -0.980 -0.245 0.66
C -2.036 -0.082 0.223 0.31
C 0.364 -0.597 0.326 0.62
N 0.905 0.739 0.376 -0.83
C 0.332 1.773 -0.528 1.98
C 2.399 0.929 0.338 0.53
H -0.603 -3.069 -0.647 -0.27
H -1.948 -2.715 0.473 0.02
H -0.902 -0.903 -1.392 -0.12
H -3.148 -0.448 0.178 -0.54
H -1.918 0.223 1.397 0.09
H -2.089 0.953 -0.240 -0.10
H 0.398 -0.969 1.435 0.09
H 1.131 -1.298 -0.168 0.03
H -0.656 2.244 -0.278 -0.30
H 0.366 1.284 -1.537 -0.08
H 1.093 2.560 -0.636 -0.67
H 2.813 0.159 1.007 0.08
H 2.828 0.733 -0.731 -0.17
H 2.780 1.923 0.621 -0.24
```

Summary:
Total charge: -1
Multiplicity: 2
HOMO-LUMO gap (alpha / beta) (eV): 2.7 / 8.4
LUMO (alpha / beta) (eV): 4.06 / 4.07
HOMO (alpha / beta) (eV): 1.37 / -4.32
<S²>: 0.750

Least stable structure: <i>

<i>
# C5H11NO3

An isolated molecule of C5H11NO3 (ωB97M-V/def2-TZVPD, the Open Molecules 2025 dataset).

XYZ file:
```
20
Properties=species:S:1:pos:R:3:lowdin_charge:R:1
C 1.317 -0.750 1.213 -0.01
C 0.670 -0.558 -0.143 -0.51
O 2.465 0.819 -0.556 0.03
O 0.413 -1.826 -0.682 0.03
N 1.384 0.263 -1.095 0.11
H 2.838 1.384 -1.254 0.14
H 0.000 -1.734 -1.549 0.09
H 1.543 0.211 1.668 0.09
H 0.635 -1.311 1.846 0.09
H 2.238 -1.322 1.102 0.09
C -1.567 0.098 -1.248 -0.03
C -1.353 0.597 1.208 -0.02
C -0.603 0.519 -0.115 -0.60
O 0.086 1.649 -0.429 0.00
H -2.045 -0.860 -1.037 0.09
H -1.046 0.068 -2.205 0.08
H -2.334 0.868 -1.316 0.09
H -0.704 0.969 1.998 0.08
H -1.752 -0.379 1.494 0.09
H -2.184 1.296 1.100 0.09
```

Summary:
Total charge: 0
Multiplicity: 1
HOMO-LUMO gap (alpha / beta) (eV): 8.1 / 9.2
LUMO (alpha / beta) (eV): -0.69 / -0.11
HOMO (alpha / beta) (eV): -8.76 / -9.31

<ii>
# C5H11NO3

A cluster of 2 separate species, C5H11NO3 in total (ωB97M-V/def2-TZVPD, the Open Molecules 2025 dataset).

XYZ file:
```
20
Properties=species:S:1:pos:R:3:lowdin_charge:R:1
C 1.182 0.569 0.148 -0.33
C 1.406 -0.882 -0.258 -0.07
C 2.234 1.478 -0.472 -0.07
C -0.282 1.142 -0.101 -0.51
O -0.690 1.893 0.949 0.09
O -0.798 1.283 -1.198 0.08
H -1.667 1.888 0.910 0.13
H 1.297 0.611 1.239 0.14
H 2.380 -1.253 0.075 0.09
H 2.060 2.523 -0.197 0.09
H 0.627 -1.513 0.182 0.06
H 1.341 -1.000 -1.346 0.09
H 3.241 1.198 -0.147 0.08
H 2.226 1.408 -1.566 0.09
N -2.899 -1.959 -0.039 0.13
C -2.030 -1.164 0.626 -0.43
O -1.925 -1.094 1.837 0.01
H -3.494 -2.576 0.497 0.11
H -2.967 -1.914 -1.047 0.10
H -1.244 -0.637 -0.092 0.12
```

Summary:
Total charge: 0
Multiplicity: 1
SMILES: CC(C)C(=O)O.NC=O
HOMO-LUMO gap (eV): 10.9
LUMO (eV): 0.79
HOMO (eV): -10.07

<iii>
# C5H11NO3

A structure of composition C5H11NO3 (ωB97M-V/def2-TZVPD, the Open Molecules 2025 dataset).

XYZ file:
```
20
Properties=species:S:1:pos:R:3:lowdin_charge:R:1
C 3.096 1.294 0.196 -0.18
C 3.111 -0.108 -0.505 -0.27
C 0.965 -1.121 0.245 -0.16
C -1.825 0.813 0.176 -0.18
C -3.293 0.629 0.048 -0.38
H 4.435 1.925 -0.028 0.18
H 2.759 1.012 1.585 0.17
H 1.948 1.674 -0.243 0.09
H 2.512 0.111 -1.515 0.13
H 4.211 -0.357 -0.816 0.12
H 0.704 -1.985 -0.716 0.18
H 0.296 -1.333 1.456 0.21
H -1.618 1.638 1.126 0.21
H -3.646 1.000 -1.008 0.14
H -3.681 1.145 1.042 0.13
H -2.670 -0.790 -0.961 0.31
N -1.132 -0.100 -0.398 -0.02
O 2.361 -1.158 0.450 -0.22
O 0.266 0.359 -0.243 -0.26
O -3.833 -0.748 0.031 -0.22
```

Summary:
Total charge: 0
Multiplicity: 1
HOMO-LUMO gap (eV): 9.8
LUMO (eV): 0.00
HOMO (eV): -9.85

Least stable structure: <iii>

<i>
# C5H11NO3

A structure of composition C5H11NO3 (ωB97M-V/def2-TZVPD, the Open Molecules 2025 dataset).

XYZ file:
```
20
Properties=species:S:1:pos:R:3:lowdin_charge:R:1
C -0.149 0.342 -0.406 -0.46
C -0.126 -0.459 0.813 -0.08
C -1.294 1.389 -0.341 -0.02
C -0.534 -1.891 0.799 -0.05
C 1.213 1.415 -0.546 -0.56
N -0.143 -0.470 -1.605 0.07
O 1.831 1.632 0.525 0.01
O 1.649 -0.608 1.513 -0.02
O 1.397 1.759 -1.689 0.07
H 1.934 0.435 1.233 0.08
H 2.140 -1.166 0.895 0.10
H -0.407 0.083 1.711 0.14
H -1.085 -0.736 -1.876 0.09
H 0.261 0.071 -2.365 0.08
H -1.246 2.015 -1.232 0.09
H -1.203 2.029 0.539 0.09
H -2.266 0.888 -0.317 0.08
H -1.614 -1.935 0.627 0.10
H -0.307 -2.374 1.747 0.09
H -0.052 -2.417 -0.024 0.08
```

Summary:
Total charge: 0
Multiplicity: 1
HOMO-LUMO gap (eV): 9.4
LUMO (eV): 0.15
HOMO (eV): -9.24

<ii>
# C5H11NO3

A structure of composition C5H11NO3 (ωB97M-V/def2-TZVPD, the Open Molecules 2025 dataset).

XYZ file:
```
20
Properties=species:S:1:pos:R:3:lowdin_charge:R:1
C -1.504 -0.867 -0.747 -0.12
C -1.101 0.618 -0.666 -0.14
C 1.416 1.312 -0.388 -0.05
C 0.017 0.777 1.572 -0.05
N 0.196 0.664 0.110 -0.24
C 0.520 -1.169 -0.701 -0.48
O 1.150 -1.853 0.275 0.08
O -1.536 -1.448 0.604 -0.14
O 0.809 -1.331 -1.859 0.05
H 1.700 -2.515 -0.181 0.13
H -1.470 -2.401 0.460 0.08
H -2.537 -0.903 -1.113 0.11
H -1.787 1.281 -0.115 0.12
H -0.864 0.994 -1.668 0.12
H 1.473 1.254 -1.475 0.09
H 2.256 0.808 0.096 0.10
H 1.424 2.359 -0.079 0.09
H -0.733 1.546 1.770 0.09
H 0.931 1.025 2.111 0.09
H -0.360 -0.152 1.995 0.08
```

Summary:
Total charge: 0
Multiplicity: 1
HOMO-LUMO gap (alpha / beta) (eV): 8.2 / 8.2
LUMO (alpha / beta) (eV): 0.67 / 0.67
HOMO (alpha / beta) (eV): -7.48 / -7.48

Least stable structure: <ii>

<i>
# C5H11NO3

A cluster of 2 separate species, C5H11NO3 in total (ωB97M-V/def2-TZVPD, the Open Molecules 2025 dataset).

XYZ file:
```
20
Properties=species:S:1:pos:R:3:lowdin_charge:R:1
C 0.205 1.876 -1.484 -0.21
N -1.167 1.664 -1.450 0.00
C 0.979 1.891 0.160 -0.21
O 0.282 1.845 1.134 0.01
H -1.455 0.761 -1.084 0.04
H -1.713 2.412 -1.037 0.09
H 2.084 2.032 0.233 0.10
H 0.463 2.855 -1.904 0.10
H 0.884 0.962 -1.360 0.09
C -0.415 -1.062 2.401 -0.04
C 0.589 -1.990 -1.027 0.02
C -0.279 -1.469 0.086 -0.56
O 0.316 -1.573 1.277 -0.04
O -1.387 -1.010 -0.067 0.08
H -1.381 -1.563 2.479 0.10
H -0.572 0.011 2.289 0.07
H 0.202 -1.268 3.271 0.09
H 0.301 -3.018 -1.242 0.09
H 0.422 -1.388 -1.919 0.08
H 1.641 -1.969 -0.755 0.09
```

Summary:
Total charge: 0
Multiplicity: 1
SMILES: COC(C)=O.NCC=O
HOMO-LUMO gap (eV): 8.9
LUMO (eV): 0.89
HOMO (eV): -7.97

<ii>
# C5H11NO3

A cluster of 2 separate species, C5H11NO3 in total (ωB97M-V/def2-TZVPD, the Open Molecules 2025 dataset).

XYZ file:
```
20
Properties=species:S:1:pos:R:3:lowdin_charge:R:1
C -2.129 -1.299 -0.677 -0.13
C 0.160 -1.483 0.010 -0.12
C -0.504 0.259 -1.506 -0.11
N -0.911 -0.552 -0.353 -0.32
H -1.311 0.937 -1.805 0.09
H -2.948 -0.613 -0.920 0.08
H -1.985 -1.978 -1.525 0.08
H -2.457 -1.890 0.185 0.08
H -0.106 -2.031 0.920 0.08
H 1.088 -0.945 0.228 0.07
H 0.368 -2.209 -0.784 0.08
H 0.353 0.888 -1.250 0.07
H -0.232 -0.357 -2.371 0.08
C 1.125 1.885 1.446 -0.50
C 2.546 1.560 1.012 -0.13
O 0.650 0.935 2.261 0.11
O 0.500 2.867 1.111 0.13
O 2.862 1.495 -0.165 0.09
H -0.308 1.140 2.335 0.15
H 3.240 1.389 1.848 0.13
```

Summary:
Total charge: 0
Multiplicity: 1
SMILES: O=CC(=O)O.CN(C)C
HOMO-LUMO gap (eV): 8.7
LUMO (eV): -0.07
HOMO (eV): -8.79

<iii>
# C5H11NO3

A cluster of 3 separate species, C5H11NO3 in total (ωB97M-V/def2-TZVPD, the Open Molecules 2025 dataset).

XYZ file:
```
20
Properties=species:S:1:pos:R:3:lowdin_charge:R:1
C 0.193 0.574 0.752 -0.65
C 1.496 2.357 -0.144 -0.11
C -0.138 -2.768 0.067 -0.12
N 0.565 0.220 -0.459 0.14
C -0.734 -1.473 -0.341 -0.22
C -1.919 -1.220 -0.852 -0.03
O 0.640 -0.022 1.862 0.13
O -0.847 1.373 0.955 0.10
O 0.412 2.943 -0.830 -0.12
H 0.071 0.228 2.605 0.14
H -0.862 2.019 0.211 0.11
H 0.421 2.599 -1.734 0.10
H 1.419 -0.326 -0.429 0.10
H 1.672 2.879 0.792 0.07
H 2.385 2.194 -0.747 0.07
H -0.836 -3.604 -0.087 0.07
H 0.153 -2.759 1.121 0.07
H 0.764 -2.984 -0.513 0.07
H -2.235 -0.213 -1.111 0.04
H -2.619 -2.016 -1.117 0.05
```

Summary:
Total charge: 0
Multiplicity: 1
HOMO-LUMO gap (alpha / beta) (eV): 7.0 / 7.6
LUMO (alpha / beta) (eV): 0.69 / 0.65
HOMO (alpha / beta) (eV): -6.33 / -6.98

Least stable structure: <iii>

<i>
# C4H4NO3S

A cluster of 2 separate species, C4H4NO3S in total (ωB97M-V/def2-TZVPD, the Open Molecules 2025 dataset).

XYZ file:
```
13
Properties=species:S:1:pos:R:3:lowdin_charge:R:1
C -1.320 -1.264 -0.495 -0.24
C -1.921 -0.038 -0.388 -0.71
C -0.306 -1.687 0.327 -0.23
C 1.583 -0.114 0.634 -0.34
N 2.578 -0.621 0.159 0.00
O 3.843 0.261 0.212 -0.17
O 0.032 -2.728 0.782 0.09
O 1.398 1.111 1.143 -0.04
S -1.754 1.211 0.753 0.46
H -1.656 -2.072 -1.108 0.09
H -2.840 0.203 -1.192 0.09
H 0.537 1.315 1.503 -0.02
H 3.406 1.074 0.579 0.04
```

Summary:
Total charge: -1
Multiplicity: 1
HOMO-LUMO gap (alpha / beta) (eV): 7.4 / 7.4
LUMO (alpha / beta) (eV): 3.49 / 3.49
HOMO (alpha / beta) (eV): -3.94 / -3.94

<ii>
# C4H4NO3S

The ion C4H4NO3S with charge -1 (ωB97M-V/def2-TZVPD, the Open Molecules 2025 dataset).

XYZ file:
```
13
Properties=species:S:1:pos:R:3:lowdin_charge:R:1
C -1.026 -0.522 0.203 -0.25
C -1.476 -1.642 -0.230 -0.13
C 1.496 0.153 -0.338 -0.75
C -1.582 0.894 0.038 -0.03
N 0.457 -0.449 0.498 -0.01
O -2.022 -2.687 -0.369 0.12
O 1.170 0.786 -1.331 -0.05
O 4.222 0.663 -0.320 -0.80
S 3.157 -0.242 0.296 0.66
H -0.920 1.398 -0.555 0.03
H -1.657 1.356 1.020 0.08
H -2.555 0.858 -0.366 0.06
H 0.737 -0.566 1.455 0.07
```

Summary:
Total charge: -1
Multiplicity: 1
SMILES: CC(=C=O)NC(=O)S[O-]
HOMO-LUMO gap (eV): 5.8
LUMO (eV): 3.26
HOMO (eV): -2.58

Least stable structure: <i>